No. 1
The following is a quantum chemistry calculation of C2H6N2OS in the gas phase, from OMol25.

Last column: Mulliken charge in e.
Positions of all 12 atoms, in Å:
C1 -0.598 0.595 -0.018  0.511
C2 0.869 0.865 0.274  -0.459
H1 -2.735 -0.309 0.515  0.288
H2 -2.590 -1.319 -0.777  0.252
H3 -0.284 -1.401 0.377  0.266
H4 0.979 1.138 1.400  0.266
H5 1.184 1.782 -0.237  0.325
H6 1.823 -0.720 -1.297  0.141
N1 -2.249 -1.126 0.172  -0.743
N2 -0.921 -0.742 -0.050  0.055
O1 -1.386 1.520 -0.239  -0.631
S1 2.080 -0.439 -0.029  -0.271

Its spin multiplicity is 1. For the energy above the lowest of the compared OMol25 structures with the same formula, charge and spin, the calculation gives 1.205 eV. Its HOMO-LUMO gap is 10.34 eV. The LUMO energy is 0.75 eV. The calculation puts the calculated total energy at -662.72258 Ha. As for the structure (SMILES): NNC(=O)CS.

No. 2
The following is a quantum chemistry calculation of C2H6N2OS in the gas phase, from OMol25.

Last column: Mulliken charge in e.
Positions of all 12 atoms, in Å:
C1 2.100 0.157 0.137  -0.912
C2 -0.586 -0.213 -0.246  0.607
H1 2.228 0.861 -0.650  0.317
H2 1.795 0.679 1.070  0.328
H3 3.056 -0.347 0.340  0.296
H4 0.055 1.575 -0.530  0.233
H5 -1.600 -1.724 0.611  0.256
H6 -2.641 0.570 0.047  0.376
N1 -0.773 1.033 -0.329  -0.749
N2 -1.669 -1.057 -0.136  -0.233
O1 -2.899 -0.389 -0.006  -0.439
S1 0.932 -1.145 -0.307  -0.079

Its spin multiplicity is 1. For the energy above the lowest of the compared OMol25 structures with the same formula, charge and spin, the calculation gives 2.270 eV. Its HOMO-LUMO gap is 9.91 eV. The LUMO energy is 0.63 eV. The calculation puts the calculated total energy at -662.68344 Ha. As for the structure (SMILES): [H]/N=C(/NO)SC.

No. 3
The following is a quantum chemistry calculation of C2H6N2S in the gas phase, from OMol25.

Last column: Mulliken charge in e.
Positions of all 11 atoms, in Å:
C1 0.929 -0.789 0.039  -0.097
C2 -0.215 0.093 0.158  -0.044
H1 2.722 -0.261 -1.014  0.211
H2 2.979 -0.099 0.803  0.268
H3 1.164 -1.267 1.131  0.180
H4 0.813 -1.706 -0.519  0.354
H5 -0.684 1.959 0.211  0.246
H6 1.178 1.554 -0.064  0.303
N1 2.120 -0.128 -0.115  -0.677
N2 0.198 1.332 -0.019  -0.342
S1 -1.792 -0.277 -0.050  -0.402

Its spin multiplicity is 1. For the energy above the lowest of the compared OMol25 structures with the same formula, charge and spin, the calculation gives 2.328 eV. Its HOMO-LUMO gap is 8.50 eV. The LUMO energy is 0.40 eV. The calculation puts the calculated total energy at -587.41845 Ha. As for the structure (SMILES): NCC(N)=S.

No. 4
The following is a quantum chemistry calculation of a molecular structure, C2H6N2S, from OMol25.

Last column: Mulliken charge in e.
Positions of all 11 atoms, in Å:
C1 -0.797 1.006 -0.064  -0.817
C2 -0.327 -0.413 -0.117  0.497
H1 -1.776 1.094 -0.885  0.253
H2 -1.073 1.500 1.179  0.221
H3 0.074 1.837 -0.482  0.234
H4 -2.104 -1.150 -0.777  0.235
H5 0.893 -1.721 0.272  0.375
H6 2.924 0.281 0.912  0.177
N1 -1.190 -1.408 -0.199  -0.662
N2 0.881 -0.777 0.470  -0.373
S1 2.495 -0.247 -0.309  -0.141

Its spin multiplicity is 1. For the energy above the lowest of the compared OMol25 structures with the same formula, charge and spin, the calculation gives 3.326 eV. Its HOMO-LUMO gap is 9.65 eV. The LUMO energy is 0.29 eV. The calculation puts the calculated total energy at -587.38179 Ha.

No. 5
The following is a quantum chemistry calculation of C2H6N2S in the gas phase, from OMol25.

Last column: Mulliken charge in e.
Positions of all 11 atoms, in Å:
C1 0.880 -0.026 -1.106  -0.704
C2 -1.332 -0.199 0.091  0.146
H1 1.540 -0.830 -0.654  0.283
H2 1.528 0.884 -1.570  0.230
H3 0.464 -0.415 -2.104  0.291
H4 1.770 0.219 1.540  0.157
H5 -1.585 -0.341 -0.927  0.347
H6 -1.765 -0.302 2.094  0.254
N1 -0.092 0.339 0.001  -0.141
N2 -1.925 -0.539 1.157  -0.673
S1 0.517 1.209 1.479  -0.189

Its spin multiplicity is 1. For the energy above the lowest of the compared OMol25 structures with the same formula, charge and spin, the calculation gives 3.018 eV. Its HOMO-LUMO gap is 9.02 eV. The LUMO energy is 0.34 eV. The calculation puts the calculated total energy at -587.39312 Ha. As for the structure (SMILES): [H]/N=C\N(C)S.

No. 6
The following is a quantum chemistry calculation of C2H6N2S in the gas phase, from OMol25.

Last column: Mulliken charge in e.
Positions of all 11 atoms, in Å:
C1 0.811 1.820 0.689  -0.738
C2 0.134 -0.951 0.365  -0.089
H1 1.344 1.543 1.617  0.282
H2 1.180 2.731 0.236  0.319
H3 -0.300 2.088 0.704  0.247
H4 0.473 -0.981 1.454  0.296
H5 -1.656 -2.349 -1.649  0.247
H6 -1.268 -0.686 -1.392  0.218
N1 -0.509 -1.982 -0.133  -0.316
N2 -0.936 -1.704 -1.425  -0.410
S1 0.727 0.470 -0.467  -0.055

Its spin multiplicity is 1. For the energy above the lowest of the compared OMol25 structures with the same formula, charge and spin, the calculation gives 2.073 eV. Its HOMO-LUMO gap is 8.99 eV. The LUMO energy is 0.76 eV. The calculation puts the calculated total energy at -587.42785 Ha. As for the structure (SMILES): CS/C=N\N.

No. 7
The following is a quantum chemistry calculation of a molecular structure, C2H6N2S, from OMol25.

Last column: Mulliken charge in e.
Positions of all 11 atoms, in Å:
C1 0.015 -0.372 -0.362  0.122
C2 -1.211 0.393 -0.354  -0.790
H1 3.147 0.706 0.057  0.274
H2 2.353 -0.587 0.853  0.243
H3 0.102 -1.714 -0.653  0.266
H4 -1.874 -0.034 -1.022  0.363
H5 -0.640 1.307 -0.670  0.373
H6 -2.390 -0.861 1.094  0.128
N1 2.126 0.066 0.020  -0.567
N2 0.960 0.595 0.071  -0.196
S1 -2.587 0.502 0.966  -0.215

Its spin multiplicity is 1. For the energy above the lowest of the compared OMol25 structures with the same formula, charge and spin, the calculation gives 5.699 eV. Its HOMO-LUMO gap is 8.75 eV. The LUMO energy is 0.29 eV. The calculation puts the calculated total energy at -587.29457 Ha.

No. 8
The following is a quantum chemistry calculation of C2H6N2S in the gas phase, from OMol25.

Last column: Mulliken charge in e.
Positions of all 11 atoms, in Å:
C1 -0.028 -0.899 -0.020  -0.358
C2 -1.000 0.096 0.460  -0.067
N1 -0.061 0.446 -0.549  -0.099
N2 0.942 1.231 -0.038  -0.577
S1 -2.641 0.259 -0.121  -0.213
H1 0.907 -1.094 0.640  0.155
H2 -0.342 -1.561 -0.731  0.272
H3 -0.755 0.506 1.479  0.272
H4 1.240 0.818 0.897  0.210
H5 0.488 2.156 0.166  0.285
H6 -2.795 -1.075 -0.389  0.120

Its spin multiplicity is 1. For the energy above the lowest of the compared OMol25 structures with the same formula, charge and spin, the calculation gives 3.034 eV. Its HOMO-LUMO gap is 9.94 eV. The LUMO energy is 0.95 eV. The calculation puts the calculated total energy at -587.39252 Ha. As for the structure (SMILES): NN1C[C@@H]1S.

No. 9
The following is a quantum chemistry calculation of a molecular structure, C2H6N2S, from OMol25.

Last column: Mulliken charge in e.
Positions of all 11 atoms, in Å:
C1 -0.922 1.455 0.068  -1.022
C2 1.301 0.448 -0.135  0.196
H1 -0.491 2.369 -0.457  0.291
H2 -1.807 1.348 -0.452  0.380
H3 -1.354 1.593 1.007  0.349
H4 -0.233 -1.578 0.775  0.184
H5 1.753 1.476 -0.792  0.161
H6 3.130 -0.368 -0.273  0.272
N1 -0.093 0.390 0.243  -0.038
N2 2.067 -0.525 0.144  -0.565
S1 -1.068 -0.957 -0.132  -0.209

Its spin multiplicity is 1. For the energy above the lowest of the compared OMol25 structures with the same formula, charge and spin, the calculation gives 3.256 eV. Its HOMO-LUMO gap is 9.22 eV. The LUMO energy is 0.81 eV. The calculation puts the calculated total energy at -587.38435 Ha.

No. 10
The following is a quantum chemistry calculation of C2H6N2S in the gas phase, from OMol25.

Last column: Mulliken charge in e.
Positions of all 11 atoms, in Å:
C1 -0.997 -0.098 -1.003  -0.833
C2 -0.615 0.576 0.349  0.411
H1 -1.926 -0.675 -0.862  0.272
H2 -0.204 -0.836 -1.366  0.275
H3 -1.188 0.741 -1.665  0.256
H4 0.788 0.812 1.808  0.217
H5 1.293 -1.557 0.646  0.260
H6 2.089 -0.442 -0.378  0.268
N1 0.601 0.334 0.886  -0.068
N2 1.673 -0.605 0.550  -0.663
S1 -1.514 1.751 1.036  -0.394

Its spin multiplicity is 1. For the energy above the lowest of the compared OMol25 structures with the same formula, charge and spin, the calculation gives 1.269 eV. Its HOMO-LUMO gap is 9.07 eV. The LUMO energy is 0.71 eV. The calculation puts the calculated total energy at -587.45737 Ha. As for the structure (SMILES): CC(=S)NN.